(1)
{"formula": "C21H24N2O4PtS2", "method": "ωB97M-V/def2-TZVPD", "species": ["Pt", "S", "C", "C", "C", "C", "C", "C", "C", "C", "C", "N", "H", "H", "H", "H", "H", "H", "O", "S", "O", "O", "O", "C", "C", "C", "C", "C", "C", "C", "C", "N", "C", "C", "C", "C", "H", "H", "H", "H", "H", "H", "H", "H", "H", "H", "H", "H", "H", "H", "H", "H", "H", "H"], "xyz": [[-0.747, -0.211, -1.483], [3.222, 2.017, -1.557], [3.416, 0.370, -1.126], [2.235, -0.294, -1.135], [1.087, 0.500, -1.498], [1.493, 1.800, -1.763], [0.718, 2.935, -2.254], [1.288, 4.219, -2.377], [0.529, 5.258, -2.873], [-0.789, 5.023, -3.245], [-1.272, 3.734, -3.082], [-0.557, 2.727, -2.602], [4.390, -0.020, -0.872], [2.145, -1.339, -0.870], [2.314, 4.392, -2.081], [0.963, 6.248, -2.967], [-1.421, 5.807, -3.642], [-2.294, 3.485, -3.354], [-3.453, -1.353, -4.149], [-2.370, -1.461, -3.188], [-1.812, -2.805, -3.100], [-2.771, -0.972, -1.798], [-1.258, -0.442, -3.515], [1.315, -2.809, 4.408], [0.899, -2.744, 2.957], [1.075, -3.843, 2.131], [0.648, -3.756, 0.799], [0.805, -4.929, -0.136], [0.083, -2.596, 0.323], [-0.088, -1.426, 1.123], [0.333, -1.571, 2.474], [-0.619, -0.311, 0.561], [-1.130, 0.792, 1.386], [0.009, 1.589, 2.057], [-2.181, 0.306, 2.401], [-1.862, 1.794, 0.485], [1.829, -3.747, 4.627], [0.449, -2.738, 5.073], [1.988, -1.987, 4.668], [1.516, -4.759, 2.514], [0.826, -5.875, 0.412], [1.737, -4.855, -0.704], [-0.012, -4.958, -0.858], [-0.294, -2.568, -0.695], [0.240, -0.753, 3.172], [0.518, 1.054, 2.857], [-0.382, 2.524, 2.473], [0.750, 1.835, 1.293], [-1.822, -0.491, 3.047], [-3.044, -0.075, 1.851], [-2.507, 1.141, 3.030], [-1.168, 2.299, -0.186], [-2.352, 2.545, 1.116], [-2.615, 1.295, -0.126]], "lowdin_charge": [1.09, 0.94, -0.45, -0.20, -0.34, -0.50, -0.31, -0.07, -0.11, -0.11, -0.14, 0.12, 0.05, 0.09, 0.06, 0.09, 0.08, 0.11, -0.38, 0.24, -0.40, -0.51, -0.52, -0.08, -0.31, -0.07, -0.30, -0.06, -0.02, -0.28, -0.03, -0.11, -0.61, -0.04, -0.05, -0.09, 0.06, 0.07, 0.07, 0.09, 0.06, 0.07, 0.08, 0.09, 0.07, 0.05, 0.07, 0.08, 0.06, 0.09, 0.07, 0.05, 0.07, 0.07], "e_lumo_ha": 0.1585, "gap_ev": 5.23, "charge": -2}

(2)
{"formula": "H80O40", "method": "ωB97M-V/def2-TZVPD", "species": ["H", "H", "O", "H", "H", "O", "H", "H", "O", "H", "H", "O", "H", "H", "O", "H", "O", "H", "O", "H", "H", "O", "H", "H", "O", "H", "H", "O", "H", "H", "O", "H", "O", "H", "H", "O", "H", "H", "O", "H", "H", "O", "H", "H", "O", "H", "H", "O", "H", "H", "O", "H", "O", "H", "H", "O", "H", "O", "H", "H", "O", "H", "H", "O", "H", "H", "O", "H", "H", "O", "H", "H", "O", "H", "H", "O", "H", "H", "O", "H", "H", "O", "H", "H", "O", "H", "H", "O", "H", "O", "H", "H", "O", "H", "H", "H", "H", "H", "H", "O", "H", "H", "O", "H", "H", "O", "H", "H", "O", "H", "H", "O", "H", "H", "O", "H", "H", "O", "H", "H"], "xyz": [[5.842, 2.672, 1.318], [6.134, 1.898, 0.215], [5.839, 2.795, 0.432], [-0.883, 2.464, 5.089], [-0.954, 2.334, 3.476], [-0.793, 2.882, 4.202], [3.405, 5.530, 1.689], [4.568, 5.092, 0.591], [3.829, 5.001, 1.166], [-2.529, -3.922, 2.438], [-3.913, -4.080, 1.717], [-3.339, -3.680, 2.507], [-3.113, -4.516, -2.575], [-3.347, -3.306, -3.403], [-2.676, -4.005, -3.209], [-2.765, 3.070, -0.543], [-2.300, 3.770, 0.056], [3.360, 4.304, 3.344], [2.782, 4.975, 3.180], [2.297, -5.349, -3.660], [1.667, -4.055, -3.977], [1.801, -4.443, -3.156], [0.866, 2.125, 2.349], [-0.114, 2.463, 1.403], [0.759, 2.792, 1.694], [-4.681, -2.732, 0.798], [-5.736, -3.760, 1.097], [-5.097, -3.609, 0.315], [2.257, 1.926, 4.978], [2.214, 2.910, 3.843], [2.641, 2.239, 4.262], [-0.174, 2.333, -5.288], [0.041, 2.843, -6.154], [2.658, 3.774, -1.543], [2.379, 3.611, -3.110], [2.237, 4.200, -2.314], [1.833, 2.413, 0.674], [3.486, 2.872, 0.456], [2.723, 2.437, 0.193], [0.563, -4.292, -0.457], [1.012, -2.655, -0.279], [1.323, -3.597, -0.265], [-2.195, 1.116, 4.840], [-3.062, 0.953, 6.072], [-2.076, 1.106, 5.747], [0.815, -0.063, 1.996], [-0.470, 0.342, 1.070], [0.150, 0.627, 1.711], [-2.799, 1.188, -1.543], [-2.916, 0.134, -0.495], [-2.623, 1.072, -0.548], [6.242, 0.093, 3.243], [5.889, -0.225, 2.483], [-0.730, -0.590, 5.586], [0.447, -0.226, 6.215], [0.032, -1.024, 5.939], [1.576, -0.902, 4.571], [1.591, -1.567, 3.879], [-3.381, 4.740, 2.378], [-2.110, 5.015, 3.246], [-3.003, 5.323, 3.023], [1.410, -4.043, 1.467], [0.965, -4.537, 2.922], [0.607, -4.327, 2.064], [-2.027, -3.354, -1.980], [-0.876, -2.901, -0.706], [-1.699, -3.157, -1.068], [2.730, -0.114, -5.910], [1.806, 0.941, -6.368], [2.340, 0.641, -5.484], [3.662, -0.736, -4.864], [3.905, -1.765, -3.819], [3.862, -1.602, -4.708], [4.015, -1.502, 0.288], [3.918, -0.239, 0.863], [3.379, -1.032, 0.638], [-6.130, -0.513, 0.087], [-6.315, -0.555, 1.742], [-5.759, -0.865, 0.988], [-2.921, 1.885, -3.567], [-4.136, 2.925, -3.518], [-3.685, 2.289, -2.907], [-2.362, -4.754, -0.816], [-2.701, -5.389, 0.437], [-3.121, -5.214, -0.419], [6.121, -3.390, 0.081], [4.681, -3.294, -0.329], [5.524, -2.849, -0.438], [-3.718, -1.427, -1.622], [-3.509, -1.466, -2.619], [0.888, 3.772, -2.657], [-0.506, 3.930, -2.926], [0.231, 3.832, -3.353], [4.973, -0.140, 2.754], [-1.492, 4.124, 0.306], [2.210, -2.225, 4.169], [1.841, 4.539, 3.027], [-0.382, 3.689, -5.804], [-4.154, -1.069, -3.018], [-0.078, -3.280, -4.946], [0.371, -4.164, -5.151], [-0.921, -3.388, -4.319], [0.403, -0.611, -0.568], [1.268, -0.829, -0.459], [0.317, -0.531, -1.534], [0.297, 0.858, -3.268], [0.514, 1.082, -4.185], [0.253, 1.776, -2.866], [-2.880, 2.272, 2.090], [-3.684, 2.601, 2.523], [-3.102, 2.067, 1.158], [-2.950, -1.378, 0.581], [-2.948, -1.390, 1.632], [-2.206, -1.895, 0.466], [0.035, -0.525, -6.498], [-0.778, -0.290, -6.706], [-0.070, -1.317, -5.913], [-1.859, -1.695, 3.883], [-2.176, -2.555, 4.254], [-0.864, -1.753, 3.930]], "lowdin_charge": [-0.03, 0.06, 0.00, 0.04, -0.04, -0.03, -0.09, 0.05, 0.01, -0.08, 0.07, 0.00, 0.02, 0.09, 0.01, 0.08, -0.08, -0.02, -0.04, 0.19, -0.08, -0.12, 0.00, 0.06, -0.06, 0.11, 0.15, 0.08, -0.04, -0.05, 0.07, 0.03, -0.11, 0.05, 0.11, -0.04, 0.00, -0.06, -0.08, 0.11, 0.03, -0.11, -0.03, 0.15, -0.06, 0.09, 0.01, -0.06, 0.05, 0.00, -0.10, -0.02, 0.00, -0.02, 0.03, -0.03, 0.01, -0.05, -0.01, 0.03, -0.05, 0.06, 0.02, -0.13, 0.00, 0.01, -0.04, 0.00, 0.12, -0.11, -0.05, 0.00, 0.03, -0.10, 0.06, 0.02, 0.12, 0.08, -0.08, 0.14, 0.07, -0.13, 0.04, 0.11, 0.19, 0.05, 0.03, -0.03, 0.09, 0.02, -0.05, -0.05, 0.00, 0.03, 0.00, 0.04, 0.12, 0.06, -0.04, -0.12, 0.08, 0.09, 0.00, -0.03, 0.06, -0.07, -0.02, 0.05, -0.07, 0.05, 0.01, -0.07, 0.13, -0.02, 0.00, -0.05, 0.04, -0.08, 0.06, 0.04], "e_lumo_ha": [-0.1291, -0.3780], "multiplicity": 2, "gap_ev": [7.99, 1.22], "s2": 0.758, "charge": 1}

(3)
{"formula": "C3H10NOS", "method": "ωB97M-V/def2-TZVPD", "species": ["C", "N", "C", "C", "S", "H", "H", "H", "H", "H", "H", "H", "H", "H", "H", "O"], "xyz": [[2.301, 0.850, 0.640], [1.448, 0.546, -0.515], [0.007, 0.121, -0.215], [-0.427, -0.848, -1.230], [-1.864, -1.749, -0.841], [3.186, 1.445, 0.254], [1.593, 1.374, 1.230], [2.638, -0.028, 1.069], [2.013, 0.147, -1.277], [-0.571, 1.049, -0.293], [-0.367, -0.359, 0.797], [-0.486, -0.341, -2.211], [0.413, -1.667, -1.364], [-2.595, -0.353, 1.133], [-3.963, -0.056, 1.044], [-3.327, -0.130, 1.779]], "lowdin_charge": [-0.65, -0.17, -0.38, -0.91, 0.16, -0.07, 0.00, -0.06, 0.04, 0.09, 0.10, 0.04, 0.06, -0.06, 0.00, -0.18], "e_lumo_ha": [0.2169, 0.2145], "multiplicity": 2, "gap_ev": [1.80, 6.00], "s2": 0.751, "charge": -2}